Here is a single C3H5NO molecule at a distorted geometry from OMol25. Energies are from ωB97M-V with the def2-TZVPD basis set.

Bonds (Å) are listed after each position.
Cartesian coordinates (Å):
1 H -1.72917 -0.98160 -0.27119  C7 1.094
2 C -0.20226 -0.20200 1.03303  H6 1.109, C7 1.494, H8 1.136, N10 1.393
3 H 1.06833 0.39776 -2.07769  C9 1.118
4 H -1.71120 0.90403 -0.21032  C7 1.107
5 O 2.42540 0.39762 -0.43362  C9 1.238
6 H -0.12999 -1.22268 1.46135  C2 1.109
7 C -1.17356 -0.05610 -0.09225  H1 1.094, C2 1.494, H4 1.107, N10 1.446
8 H -0.13719 0.56998 1.86426  C2 1.136
9 C 1.32962 0.27736 -0.99735  H3 1.118, O5 1.238, N10 1.340
10 N 0.26001 -0.08436 -0.27622  C2 1.393, C7 1.446, C9 1.340

Results
HOMO level = -9.7 eV
SMILES = O=CN1CC1
Total energy = -247.24160 Eh
Total charge = 0
HOMO-LUMO gap = 10.55 eV
Spin multiplicity = 1
M = 71.08 g mol⁻¹

=====

Here is a single C3H5NO molecule at a distorted geometry from OMol25. Energies are from ωB97M-V with the def2-TZVPD basis set.

Bonds (Å) are listed after each position.
Cartesian coordinates (Å):
1 N -2.11393 -0.25152 1.12412  C2 1.198
2 C -1.35063 -0.82668 0.40239  N1 1.198, C6 1.414
3 H 1.35451 0.63185 0.67503  C8 1.170
4 O 0.29229 0.12665 -1.03986  C6 1.428, C8 1.346
5 H -0.29950 1.46683 0.28192  C8 1.109
6 C -0.12890 -1.00952 -0.28467  C2 1.414, O4 1.428, H9 1.099, H10 1.150
7 H 1.14678 1.96012 -0.66474  C8 1.147
8 C 0.64352 1.06918 -0.14543  H3 1.170, O4 1.346, H5 1.109, H7 1.147
9 H -0.16279 -1.91608 -0.90417  C6 1.099
10 H 0.61865 -1.25083 0.55542  C6 1.150

Results
HOMO level = -10.9 eV
SMILES = COCC#N
Total energy = -247.23626 Eh
Total charge = 0
HOMO-LUMO gap = 11.60 eV
Spin multiplicity = 1
M = 71.08 g mol⁻¹